Entry 1:
A molecular structure, C37H49BrN2P2SZr. Source: the Open Molecules 2025 dataset; level of theory: the ωB97M-V functional and the def2-TZVPD basis.

Properties
Charge ... +4
Multiplicity ... 1

Each line ends with the Löwdin charge.
CARTESIAN COORDINATES (ANGSTROEM)
H  -2.2146  4.2311  0.4826  0.156
H  2.9558  1.4722  -0.0492  0.042
H  2.2091  4.0501  -4.4715  0.141
H  5.0801  0.1651  -0.5215  0.074
H  -2.2290  -3.8270  -4.0221  0.087
H  3.5082  0.3996  -3.8169  0.106
C  0.3373  3.0950  4.6180  -0.023
H  -0.6052  -1.8926  -3.7829  0.092
S  0.7762  -0.6250  3.2900  1.138
C  -0.7877  -2.3139  4.9597  -0.067
H  -2.3984  -1.1308  -4.6556  0.081
H  3.6543  -2.6425  -2.2502  0.083
H  1.0455  3.8838  4.8706  0.134
C  2.1904  -0.2710  -2.2775  -0.393
H  -1.4920  -4.6247  -2.6055  0.081
C  -2.9456  -2.9830  -0.9371  -0.380
H  -4.1374  -0.3162  1.5270  0.132
H  0.2371  -4.9579  6.8798  0.137
C  -3.7462  0.6461  1.1899  -0.106
Br  -6.3931  1.3707  0.7887  0.902
C  -3.2720  -0.9370  -4.0178  -0.103
H  -1.8079  0.0283  1.6484  0.054
C  0.2948  -4.0841  6.2321  0.000
C  -4.0318  3.0319  0.7008  -0.005
C  -1.9268  2.2669  4.3175  -0.037
C  -0.8678  -3.4352  5.8002  -0.019
H  3.0120  -2.3822  0.7897  0.093
H  4.8216  -0.8085  0.9608  0.087
C  -0.4128  2.0682  0.2872  -0.082
C  1.4273  3.0386  -2.7201  -0.004
H  -0.9054  -1.6386  2.3107  0.040
H  -4.8804  -2.3358  -1.7509  0.081
C  -0.0622  0.8092  3.9716  -0.396
C  0.8342  1.8456  4.2718  -0.075
C  4.6049  0.1500  0.4680  -0.098
H  -4.8649  -3.9394  -1.0054  0.105
C  -1.7894  2.1237  0.7063  -0.228
C  -1.0461  3.3108  4.6201  -0.015
N  -0.1345  -1.0596  1.9598  -0.463
C  1.5564  -3.6170  5.8404  -0.017
C  -4.2807  -3.2483  -1.6300  -0.105
C  3.5462  0.2625  -2.7273  -0.101
H  1.8912  -3.0309  -0.4175  0.077
C  3.1147  0.4865  0.4038  -0.376
H  2.5344  3.7734  0.4414  0.132
C  1.6425  -2.5398  4.9650  -0.073
H  4.7965  -2.1267  -0.9739  0.075
C  -2.3643  0.8388  1.0472  -0.270
H  3.7830  1.2461  -2.2927  0.080
H  -1.6968  -1.7763  4.6818  0.101
H  2.4770  -4.0782  6.1979  0.136
H  0.7937  2.3680  -3.3035  0.121
H  -4.7313  3.8546  0.6037  0.142
H  -1.4247  4.3126  4.8470  0.136
H  -2.2960  0.4252  -2.6466  0.076
H  4.3693  -0.4333  -2.5218  0.073
C  2.7236  -2.3239  -0.2719  -0.368
H  1.9015  1.6320  4.1886  0.117
C  -4.5227  1.7305  0.8855  -0.626
H  4.1426  -3.7640  -0.9756  0.106
Zr  -0.6064  -0.2028  0.0850  1.485
H  2.7101  0.5542  1.4273  0.057
C  3.8926  -2.7141  -1.1802  -0.103
H  -2.3722  -3.9172  -0.8277  0.093
C  -0.7782  -2.5803  -2.9406  -0.384
H  -2.1329  0.1577  3.8857  0.104
H  1.9171  -1.1875  -2.8194  0.077
H  -4.1666  -3.7274  -2.6135  0.084
H  1.4235  0.4744  -2.5259  0.034
H  -2.9974  2.4574  4.2958  0.127
C  3.1660  4.7014  -1.4050  -0.063
P  1.9954  -0.6573  -0.4980  0.882
H  5.0920  0.9348  1.0613  0.101
H  3.8753  5.3811  -0.9216  0.141
C  -2.6506  3.2426  0.6433  0.068
H  -3.8399  -0.1197  -4.4823  0.104
C  1.4491  2.9917  -1.3039  -0.240
P  -1.8382  -1.7346  -1.7040  0.875
H  -3.7614  -0.2908  -1.9810  0.087
C  2.3935  3.8154  -0.6408  0.013
C  -1.3061  -3.9245  -3.4316  -0.103
H  -1.8410  -3.8080  6.1239  0.132
C  -2.8772  -0.5144  -2.6015  -0.391
C  2.2416  3.9625  -3.3808  -0.067
H  -3.1420  -2.6166  0.0846  0.066
H  0.2034  -2.7239  -2.4551  0.057
H  -3.9156  -1.8268  -4.0259  0.081
N  3.1246  4.7308  -2.7373  0.134
H  -0.5503  -4.3836  -4.0822  0.105
C  0.5086  2.1872  -0.5708  0.026
C  0.4700  -1.9071  4.5092  -0.394
C  -1.4371  0.9837  4.0451  -0.094
H  2.6025  -2.1582  4.6085  0.114

Cartesian forces, eV/Å:
-0.264 -0.256 -0.037
0.184 -0.270 0.143
0.063 -0.054 0.390
-0.170 -0.074 0.369
0.315 0.025 0.216
0.065 -0.014 0.256
-0.010 -0.031 0.151
-0.079 -0.092 0.310
-0.578 -0.068 1.776
-0.245 -0.270 0.011
-0.293 0.081 0.200
0.028 -0.016 0.334
-0.323 -0.086 -0.032
-0.390 -0.001 -0.135
0.088 0.180 -0.305
0.149 -0.015 0.613
-0.099 0.413 -0.175
-0.107 0.241 -0.122
1.616 -0.028 -0.231
0.640 0.446 0.057
-0.231 -0.030 -0.412
-0.745 1.528 -0.104
0.382 0.174 -0.169
0.617 -0.435 0.236
0.219 -0.155 0.144
0.077 0.326 -0.211
-0.140 -0.063 -0.248
-0.154 0.296 -0.178
1.684 0.381 -1.708
-0.262 -0.005 0.188
0.102 -0.293 -0.045
0.172 -0.246 0.025
0.761 0.445 -0.380
-0.187 -0.415 -0.388
0.395 0.084 -0.047
0.193 0.207 -0.168
-0.943 -0.932 0.602
0.243 0.116 -0.108
-0.785 -0.285 -0.898
-0.208 0.163 -0.014
-0.422 -0.146 -0.296
0.372 0.126 -0.432
0.257 -0.010 0.135
-0.444 0.201 0.423
-0.212 0.109 -0.306
-0.095 0.356 -0.482
-0.329 -0.165 -0.118
-1.025 0.075 1.477
-0.101 -0.365 -0.032
0.202 -0.274 0.077
-0.333 0.026 -0.057
0.010 0.368 0.175
0.086 -0.001 -0.025
0.058 -0.443 -0.052
-0.137 -0.122 -0.061
-0.292 0.266 -0.046
-0.759 -0.456 0.389
-0.191 0.334 0.152
-2.422 0.322 -0.090
-0.108 0.261 -0.043
1.984 -1.767 0.243
0.134 0.032 -0.183
0.355 -0.048 -0.143
-0.080 0.346 0.040
0.734 0.137 0.140
0.151 0.267 -0.013
0.109 0.171 0.035
0.042 0.203 0.354
0.061 -0.208 -0.079
0.159 -0.122 0.194
-0.003 -0.500 0.108
1.539 0.487 -0.603
-0.072 -0.218 -0.101
-0.229 -0.294 -0.146
0.382 -0.498 -0.637
0.154 -0.227 0.103
1.234 -0.287 -0.842
-0.616 -0.458 -0.789
0.248 -0.124 -0.138
-0.265 0.113 0.107
-0.259 -0.420 -0.227
0.276 0.237 -0.067
0.047 0.379 0.194
0.167 -0.312 0.208
-0.003 -0.167 -0.124
-0.261 -0.043 -0.185
0.227 0.270 0.057
-0.518 0.156 0.027
-0.196 0.128 0.162
-1.637 1.928 1.557
0.766 -0.547 -0.039
-0.363 0.259 -0.134
-0.160 -0.305 0.221



Entry 2:
13 unconnected molecules or ions with the total composition C37H49N13O3. Source: the Open Molecules 2025 dataset; level of theory: the ωB97M-V functional and the def2-TZVPD basis.

Properties
Charge ... 0
Multiplicity ... 1
ΔE to the lowest compared entry with this formula, charge and spin ... 0.00 kcal per mole

Each line ends with the Löwdin charge.
CARTESIAN COORDINATES (ANGSTROEM)
H  5.5029  1.0606  6.9373  0.087
O  -1.9210  1.8080  2.1756  0.123
C  5.1609  -0.0094  -0.4003  -0.086
C  -0.7497  2.0371  2.8775  -0.383
H  -3.7649  3.0280  -7.7920  0.080
H  1.0614  3.7003  7.4629  0.085
C  -0.8640  1.8657  -1.9027  -0.068
C  5.0610  -3.1969  3.4180  -0.264
H  -3.6927  4.2962  3.7809  0.090
C  -3.7719  -0.6007  -3.5594  -0.081
C  0.6880  2.9479  8.1550  -0.056
H  4.8677  -3.9696  0.3884  0.072
C  0.0170  0.6168  -1.6909  -0.358
H  4.5510  -0.9084  -0.3573  0.075
H  -7.0697  -3.6765  -1.1922  0.056
H  -5.7162  -4.5092  -0.4054  0.089
H  -9.3049  -1.0262  1.8436  0.085
C  1.7643  1.7511  2.3625  -0.225
H  -1.9409  4.3905  3.5534  0.054
H  3.9264  1.8425  6.7606  0.049
H  -2.5457  3.9438  -6.8887  0.080
H  5.0492  2.3968  8.0089  0.075
C  -2.7083  3.0872  -7.5384  -0.093
C  3.8012  0.7992  2.6510  -0.147
H  5.3748  2.0204  3.4820  0.084
H  -9.5538  -0.2822  0.2535  0.085
C  1.7113  -3.4063  -5.3873  -0.059
H  4.4292  -0.0835  2.5971  0.062
C  -0.1374  1.0692  0.8475  -0.044
C  4.3482  1.9695  3.1643  -0.062
C  0.3451  1.6016  1.9695  -0.019
H  -7.9379  -0.8320  0.7317  0.077
C  -4.7811  -5.3137  -7.5629  -0.289
C  -4.0726  -4.4445  -6.6300  -0.080
H  -4.7255  -0.4140  -3.0701  0.081
N  3.6785  2.0247  -1.0736  0.153
C  -2.8999  4.7218  3.1689  -0.071
C  0.9791  -2.8360  -4.2626  -0.258
H  -1.9008  1.5993  -1.7227  0.049
C  2.2024  2.9815  2.8505  0.008
C  -5.2355  -3.5540  -2.2051  -0.242
N  5.9625  3.6881  5.2714  0.144
H  1.6466  0.9118  -0.2564  0.074
H  1.5362  3.8247  2.9344  0.118
C  6.4436  -3.1245  -0.6898  -0.261
H  5.7192  -5.0937  -0.6922  0.082
N  -5.3383  -5.9980  -8.2944  0.121
C  -6.0053  -3.6252  -0.9699  -0.057
N  -2.9017  1.6051  -4.6370  0.155
H  -3.0551  -0.9562  -2.8213  0.077
C  -3.0012  6.1772  3.1916  -0.281
H  -5.8099  -2.7400  -0.3666  0.080
N  -9.5148  -3.3904  -0.2164  0.134
C  -9.0029  -1.0457  0.7986  -0.063
H  -3.9066  -1.3656  -4.3176  0.052
H  -0.8257  2.1815  -2.9375  0.052
C  5.8406  -4.2589  -0.0044  -0.076
H  0.2919  3.4415  9.0400  0.084
H  -2.4201  2.1861  -7.0056  0.040
H  5.0795  -4.5784  4.9915  0.086
H  0.7587  -0.5556  -0.0558  0.142
H  -4.6366  -4.3503  -5.7040  0.047
N  6.8861  -2.2070  -1.2142  0.148
O  -0.6869  2.4757  3.9814  0.155
N  0.4020  -2.3875  -3.3795  0.153
C  -1.6194  1.1086  1.0137  -0.373
N  -3.0825  7.3204  3.2108  0.121
N  2.6200  1.3334  8.8253  0.138
H  1.8023  -2.6664  -6.1801  0.087
H  3.9290  4.0070  3.6605  0.094
H  1.1814  -4.2764  -5.7694  0.082
N  -4.6317  -3.4875  -3.1773  0.151
C  4.9717  2.0086  6.9970  -0.079
C  1.7696  2.0462  8.5357  -0.267
C  -1.9155  3.2271  -8.7558  -0.291
H  3.4747  -3.9717  4.5426  0.087
H  -0.5375  -0.2906  -1.9142  0.095
H  -3.9446  -3.4575  -7.0705  0.080
C  4.4416  -4.2900  4.1586  -0.057
N  2.5331  0.6594  2.2512  0.143
C  -3.2827  0.6328  -4.1639  -0.252
H  -0.1077  2.3848  7.6718  0.084
H  -0.5792  2.6793  -1.2363  0.090
C  3.5271  3.0904  3.2559  -0.050
C  0.6423  0.5083  -0.2860  -0.093
H  2.7062  -3.7066  -5.0652  0.083
C  5.5434  2.9594  6.0511  -0.274
H  -3.0133  4.3649  2.1470  0.082
H  2.1503  0.7054  -2.2787  0.027
O  -2.4996  0.6399  0.3737  0.175
H  1.0935  1.5087  -3.4017  0.073
H  -3.0939  -4.8635  -6.4057  0.079
H  5.9552  -0.1493  -1.1211  0.046
N  5.5431  -2.3335  2.8378  0.155
C  4.3308  1.1279  -0.7794  -0.267
H  1.1374  -0.2402  -3.3624  0.024
H  5.5953  0.1742  0.5802  0.070
C  1.1668  0.6517  -2.7372  -0.070
H  6.4793  -4.5664  0.8209  0.078
C  -9.2845  -2.3589  0.2284  -0.283
N  -1.2919  3.3324  -9.7122  0.114
H  4.3006  -5.1476  3.5035  0.081

Cartesian forces, eV/Å:
0.003 -0.005 0.008
-0.221 0.173 0.929
-0.218 0.369 0.057
0.343 -0.502 -1.209
-0.009 0.001 0.010
-0.014 0.002 -0.014
-0.323 -0.802 0.194
-0.081 -0.071 0.107
0.021 -0.067 -0.003
0.111 0.178 0.002
0.020 -0.013 0.016
0.002 0.010 0.011
0.856 0.811 -0.810
-0.007 -0.024 0.002
-0.005 -0.036 0.001
-0.011 -0.009 0.007
0.002 0.009 0.009
-0.332 0.020 0.036
0.008 0.063 0.079
-0.029 -0.022 -0.011
0.004 -0.022 0.043
-0.050 -0.034 0.031
0.049 0.017 -0.147
0.182 -0.143 0.165
0.128 -0.083 -0.027
0.001 0.013 0.002
-0.007 0.039 0.011
-0.115 -0.077 -0.091
-0.125 0.203 0.311
-0.692 0.181 -0.293
0.951 0.190 0.407
0.003 0.019 0.008
0.074 0.085 0.080
-0.058 -0.011 -0.007
-0.014 -0.017 -0.001
0.037 0.180 0.056
-0.159 0.140 -0.109
0.024 -0.113 -0.092
-0.159 0.266 0.209
0.585 -0.295 0.162
-0.074 -0.005 0.109
0.136 0.181 0.032
0.038 0.297 0.027
-0.154 0.020 -0.068
-0.092 -0.055 0.094
0.006 0.013 -0.019
-0.065 -0.087 -0.089
-0.014 0.003 -0.008
0.014 0.087 -0.089
0.008 -0.033 -0.005
0.069 -0.131 0.022
0.027 -0.003 0.007
0.070 -0.100 -0.064
-0.018 -0.035 -0.021
0.007 -0.029 0.005
0.122 0.230 -0.049
0.030 -0.088 -0.003
-0.004 0.010 0.001
-0.003 0.022 0.063
-0.001 -0.008 0.007
0.144 -0.096 -0.021
0.043 0.019 0.031
0.268 -0.190 -0.169
-0.394 0.120 0.086
-0.142 -0.185 0.087
-0.032 -0.017 -0.073
-0.012 0.140 0.009
-0.022 -0.066 0.091
0.009 0.001 -0.007
-0.045 0.117 -0.031
0.004 -0.006 -0.009
0.013 -0.114 -0.117
0.216 0.111 -0.096
-0.147 0.033 -0.001
-0.096 0.004 0.104
-0.009 0.001 0.002
-0.329 0.029 0.211
0.005 0.006 -0.003
0.021 0.026 -0.003
0.249 0.550 0.199
-0.070 -0.106 0.064
-0.002 0.008 -0.025
0.066 0.180 -0.098
0.017 -0.328 -0.070
-0.786 -0.702 -0.032
0.011 0.001 -0.010
-0.029 -0.127 0.076
-0.017 -0.032 0.010
-0.035 -0.048 -0.010
-0.175 -0.248 -0.271
-0.054 0.125 0.029
0.006 0.004 0.020
0.041 -0.011 -0.075
0.057 0.062 -0.127
0.150 -0.010 0.150
0.045 0.146 0.065
0.041 -0.065 -0.011
0.085 -0.380 -0.062
-0.005 0.009 0.021
-0.037 0.134 0.078
0.074 0.005 -0.113
-0.007 -0.011 0.007



no.,orbital gap (eV)
1,5.559
2,8.732